# C51H113B2O4

A 5-piece molecular cluster, C51H113B2O4 overall (ωB97M-V with the def2-TZVPD basis set, the OMol25 dataset).

Summary:
ΔE to the lowest compared entry with this formula, charge and spin	0.0	kcal/mol
E_LUMO	0.0772	hartree
E_HOMO	-4.1	eV
strongest force on any atom	0.92	eV/Å
net charge	-1

Element x y z (Å)
1 H -7.1264 1.5098 1.0631
2 H 1.2005 -1.8893 -4.3633
3 H -0.5920 -0.1898 -7.2787
4 C -5.7450 1.0408 2.6038
5 H 6.9061 1.8366 -7.7282
6 H -4.1380 -0.9341 -1.9079
7 H -1.9355 6.5178 6.3814
8 H 2.6791 3.4248 1.7040
9 H -4.7776 1.4829 2.3612
10 C 5.7693 0.5035 -5.4906
11 H -1.5451 -2.4374 -6.9374
12 C -2.3894 -8.9905 5.8907
13 O -8.3816 1.0454 -2.7155
14 H 5.3804 -0.3788 -4.9728
15 H 7.0336 1.1858 -1.4524
16 H 2.9968 2.2855 -1.0597
17 H 0.5522 0.3555 -0.0995
18 H -7.7554 -0.2369 -0.6020
19 H -3.2823 -0.4475 4.6809
20 H -1.7538 5.6956 2.6657
21 H -2.3621 -8.7226 3.1127
22 H 1.5186 -2.5716 -7.0147
23 H -3.7064 -7.6169 2.9761
24 H 0.6128 1.0354 2.2286
25 H 5.6326 0.3071 -6.5576
26 C -3.6817 -4.8935 3.7686
27 H -1.2251 8.5736 5.1049
28 C -0.4915 -0.6849 -6.3066
29 C -0.5690 -2.1964 -6.5096
30 C -5.7299 0.3295 0.0548
31 H 10.1682 -1.9455 1.5257
32 H -0.8948 2.8939 -0.5941
33 O -4.9020 -0.7932 0.1627
34 C 4.9288 1.7168 -5.0969
35 H -3.0998 0.2393 1.8359
36 C -4.7163 -1.2412 3.3783
37 H -1.6773 -8.2197 6.1885
38 C 9.1525 -1.5802 1.3781
39 C -3.4514 -8.4397 4.9427
40 H 4.7934 3.6149 0.9380
41 O -6.3514 -1.2634 -1.6138
42 B -7.0614 1.0001 -2.2318
43 H -1.0383 -1.1403 1.7140
44 H 7.0101 2.5575 0.8195
45 H -6.6606 -0.4286 3.8194
46 C 7.9262 1.8056 -7.3437
47 H 7.2213 -1.0602 -1.3273
48 C -4.9701 1.1890 -3.7742
49 H 2.9427 4.0528 -0.8631
50 H -2.4747 -4.4292 1.0035
51 H 8.4572 2.6650 -7.7556
52 C -1.6430 5.6013 3.7490
53 H 7.4054 0.6724 -4.0940
54 C 0.8249 3.3758 0.6012
55 C -6.7703 -0.0330 -1.0527
56 H 1.0636 6.4583 5.7899
57 H 1.6470 -0.3787 -6.3021
58 H -1.0116 -7.0642 4.3048
59 C 2.2576 2.8808 0.8565
60 H -6.3199 1.8479 3.0689
61 H 0.0472 5.0545 6.0008
62 H 5.9597 2.2392 -3.2496
63 C -1.0868 -0.2859 2.3896
64 H -4.1663 -9.2346 4.7130
65 H -0.6489 6.7903 7.5320
66 H 0.9164 4.3198 0.0575
67 C -2.7223 -5.4619 -0.8465
68 H 8.9963 1.8451 -5.4842
69 H -5.0059 -2.0231 4.0867
70 H 6.7995 0.9777 1.5450
71 H 9.0063 -0.7358 2.0511
72 H 0.4967 5.4607 3.6324
73 C -0.0009 -0.4985 -3.2358
74 H -0.9413 1.8243 2.1050
75 H -2.8456 -9.3841 6.8008
76 H 0.7313 0.8970 -5.5347
77 C -1.9083 4.1520 4.1459
78 H 8.4046 0.9020 -7.7277
79 H 0.3051 3.5935 1.5327
80 C 0.7942 -0.1911 -5.6411
81 H 8.4532 -2.3716 1.6404
82 C -1.9126 -6.7332 3.7783
83 H -4.0356 -4.0104 4.3001
84 H -3.4185 -4.5839 2.7629
85 C -2.4904 -5.5132 4.4942
86 C 5.1210 1.6150 0.3068
87 H -8.9604 1.4037 -2.0431
88 H -5.4216 0.3305 -4.2656
89 H 7.5064 2.7578 -5.4580
90 H -5.1018 1.1830 -0.2393
91 H -1.8581 4.0086 5.2265
92 H -5.3199 0.3688 4.6044
93 H -3.8367 -3.2787 -1.9208
94 H 8.4602 1.3432 -0.4395
95 H 4.5879 1.1437 -3.0325
96 H -2.9003 3.8379 3.8190
97 H 0.2600 -0.9301 -2.2703
98 H -7.2032 -0.1648 1.5416
99 H 0.6257 2.3227 -1.2129
100 H -2.4061 6.2491 4.1900
101 C -6.5038 0.6443 1.3267
102 H -1.3532 -0.3639 -5.7168
103 H -2.7751 -5.7752 5.5183
104 H -2.7051 -6.3631 -0.2357
105 H 7.7624 -0.2887 -5.5071
106 H -4.5188 -5.5903 3.6983
107 H 0.0855 8.8207 6.2629
108 H 0.4090 -3.8221 -7.5628
109 C 4.6538 3.0456 0.0151
110 H -1.1783 3.4879 3.6785
111 H -2.4691 1.0189 3.2806
112 H -1.8188 -5.4412 -1.4575
113 H -0.1099 0.5801 -3.1001
114 C -0.2470 6.0898 4.1323
115 H -2.1041 -3.4372 -0.3755
116 C -3.2521 -0.9154 3.6922
117 H -1.7005 -4.7617 4.5822
118 H -3.5597 -5.5330 -1.5374
119 H 9.7102 -0.3953 -0.3048
120 H 9.1913 -2.0160 -0.7094
121 H -1.1616 0.6551 -0.2175
122 C -0.3782 0.9478 1.7827
123 C -2.5328 0.0651 2.7518
124 H -0.5285 -2.7070 -5.5444
125 C 7.9554 1.8282 -5.8179
126 H -0.9723 -0.9006 -3.5179
127 H -5.4906 2.5137 -2.1407
128 H 6.8635 -0.9364 0.4106
129 H 2.0391 -0.4218 -3.9144
130 H -4.0210 -7.6559 5.4485
131 H -0.1006 7.0983 3.7344
132 H -0.5715 -0.5153 3.3242
133 C 6.6210 1.5549 0.6374
134 H -4.8275 -1.6692 2.3815
135 C 1.0780 -0.8063 -4.2718
136 H -4.5843 1.8475 -4.5552
137 H -6.5489 2.6651 -3.5530
138 C 8.9605 -1.1547 -0.0820
139 C -0.9202 6.9104 6.4797
140 H -4.1431 0.8568 -3.1572
141 H 3.8965 1.5361 -5.4072
142 C 7.5475 -0.6335 -0.3802
143 C 7.4600 0.9120 -0.4873
144 H 5.2805 3.4710 -0.7698
145 O -4.0985 -3.6506 0.1137
146 H -1.8311 -9.8023 5.4189
147 H 0.4762 -2.2758 -8.4103
148 H 2.2430 1.8129 1.0562
149 H -1.5955 8.9500 6.7826
150 C -0.9131 8.3972 6.1351
151 H 5.2606 2.6032 -5.6450
152 C -4.5777 -3.1017 -1.1380
153 C -5.6445 -0.0624 3.6507
154 C -6.0128 1.9546 -2.9219
155 C 7.2617 0.6274 -5.1776
156 C 0.5224 -2.7455 -7.4249
157 H 4.3153 2.8556 -3.3564
158 H 4.5361 1.2114 1.1323
159 C -0.2480 1.0040 0.2658
160 H 4.9244 1.0151 -0.5838
161 H -2.6940 -1.8478 3.7972
162 C -2.8804 -7.9078 3.6297
163 H -1.5821 -6.4322 2.7796
164 H -5.4591 -3.6890 -1.4306
165 C 0.0396 2.4155 -0.2954
166 B -4.9613 -1.5074 -1.1453
167 C 4.9523 2.0038 -3.5991
168 C 0.0464 6.0841 5.6334
169 C -2.8144 -4.1820 0.0004
170 C 3.1667 3.1114 -0.3640

Atomic partial charges in e from the Löwdin method, atoms 1 to 6:
1. H 0.11
2. H 0.10
3. H 0.11
4. C -0.19
5. H 0.06
6. H 0.10

# C51H116HgN15O15

C51H116HgN15O15 as an isolated structure at a distorted geometry (ωB97M-V with the def2-TZVPD basis set, the OMol25 dataset).

Summary:
ΔE to the lowest compared entry with this formula, charge and spin	18.6	kcal/mol
E_LUMO	-0.0679	hartree
E_HOMO	-7.8	eV
strongest force on any atom	2.30	eV/Å
net charge	+1

Element x y z (Å)
1 H 11.0015 -21.2659 28.2033
2 H 12.2166 -17.3886 23.6681
3 C 6.2418 -30.4441 21.4365
4 H 11.4354 -23.1042 25.3126
5 H 13.5451 -25.4097 22.2814
6 H 9.7319 -22.8455 23.3936
7 H 9.1201 -28.5800 22.4473
8 C 10.5249 -27.6377 19.3132
9 H 8.4825 -23.2198 17.9870
10 O 10.5205 -25.0595 28.7093
11 H 13.1572 -21.5338 22.1549
12 C 9.6794 -24.5445 30.9067
13 C 4.6315 -29.3611 24.9356
14 H 7.5782 -29.1317 26.2969
15 H 13.9492 -31.1555 25.8154
16 H 11.4513 -24.5179 26.2496
17 H 8.6966 -23.9414 21.4820
18 H 13.8257 -22.4010 18.0788
19 H 9.1439 -25.4873 30.8647
20 H 10.4669 -29.2806 17.9922
21 C 7.7337 -26.9975 24.1059
22 N 13.4810 -23.2571 17.6870
23 C 9.1287 -26.7527 23.5390
24 C 12.2014 -21.2955 22.6239
25 O 9.9933 -29.3368 27.3122
26 H 10.4214 -22.2846 30.1340
27 H 9.6271 -27.3002 18.7973
28 H 12.9694 -17.7354 25.2085
29 C 6.8861 -29.3524 20.5876
30 H 6.7403 -19.9645 21.3317
31 N 10.6181 -33.4010 23.5785
32 O 8.3892 -18.6579 25.2287
33 H 10.5234 -31.1730 29.3262
34 C 14.0374 -30.7196 27.8971
35 H 11.2938 -26.8705 19.3244
36 N 9.2539 -31.4229 27.7084
37 N 13.6383 -30.5055 26.5124
38 H 7.7769 -27.6851 24.9463
39 C 11.9637 -29.6295 19.3244
40 H 2.2022 -30.1972 25.1642
41 H 8.9114 -24.7834 17.4553
42 H 12.8878 -22.7312 20.0132
43 H 7.3438 -30.8383 26.0766
44 C 8.8963 -24.0501 25.5641
45 H 14.9464 -23.0708 16.2506
46 N 10.9915 -28.8980 18.7570
47 H 10.3874 -33.3782 25.6414
48 H 11.3823 -21.6618 22.0102
49 H 10.1521 -31.8512 24.9393
50 H 7.7812 -29.7443 20.1025
51 O 12.6623 -28.4694 26.8652
52 C 10.3110 -24.2089 29.5624
53 H 7.5044 -21.1648 22.3106
54 H 9.9430 -26.0393 21.6735
55 H 7.7722 -26.5140 26.5543
56 O 10.2001 -26.7572 25.6689
57 H 6.5422 -25.8900 30.1068
58 H 14.9824 -24.2894 27.8064
59 H 16.8373 -28.4129 21.3106
60 H 5.9529 -25.3166 26.0874
61 H 5.6299 -24.5816 21.5199
62 O 10.8488 -33.4165 21.3356
63 C 13.0453 -17.9189 24.1332
64 C 8.0998 -30.0554 26.0488
65 O 3.4531 -27.2985 25.1638
66 H 0.2202 -28.9315 24.6764
67 H 4.4978 -30.0510 20.4570
68 O 12.5672 -29.2750 20.3330
69 H 8.1813 -26.4006 21.6523
70 H 11.9919 -29.8508 24.3445
71 O 11.9481 -24.9060 17.7533
72 H 4.9951 -26.5292 26.8920
73 H 8.9472 -23.7479 31.0838
74 H 8.9957 -24.4148 26.5901
75 H 7.8348 -24.3010 23.0108
76 C 13.1377 -26.4124 22.4702
77 H 4.4784 -32.1636 22.6013
78 H 5.6135 -25.1314 27.7905
79 H 5.0975 -29.2324 23.9593
80 H 15.1166 -30.5873 27.9838
81 C 3.4003 -28.5162 25.1297
82 C 9.9032 -23.9132 23.2706
83 N 2.2245 -29.1954 25.1447
84 H 15.5325 -29.4710 21.2391
85 C 8.4154 -19.4428 24.2869
86 H 10.7747 -27.8787 22.6831
87 N 14.3384 -25.0438 27.6376
88 H 10.6782 -34.4047 23.6013
89 H 4.3783 -30.4163 25.0510
90 C 12.0819 -19.7979 22.8344
91 H 11.9571 -22.7696 27.8198
92 C 5.8502 -25.8663 27.0193
93 O 11.2408 -19.1165 22.2775
94 H 5.3801 -29.0827 25.6769
95 C 9.8060 -28.0737 23.1340
96 C 13.9763 -24.7186 29.9976
97 C 13.6941 -25.4731 28.7352
98 H 12.1225 -21.8437 23.5627
99 H 8.8117 -22.9587 25.5468
100 O 12.8942 -26.4070 28.7115
101 H 13.0784 -24.7402 30.6108
102 C 10.7861 -32.7337 24.8537
103 C 12.1984 -31.0070 18.7355
104 H 13.5384 -30.0355 28.5766
105 H 10.1843 -22.5230 27.3613
106 N 12.9527 -19.3029 23.7340
107 H 15.1854 -26.1782 26.0758
108 N 7.4229 -24.7549 18.9397
109 H 6.8578 -27.6478 30.4322
110 H 13.2774 -23.1663 15.5933
111 C 11.3372 -24.1901 25.2088
112 C 10.3492 -31.3119 22.3074
113 C 6.6572 -24.0311 19.7762
114 C 10.9884 -22.3465 28.0738
115 H 6.2000 -28.8730 19.8936
116 N 7.6006 -19.2951 23.2224
117 N 14.0163 -27.4586 22.0234
118 H 7.8622 -24.3054 25.2953
119 C 0.9559 -28.4601 25.3299
120 C 12.8373 -29.2231 24.6340
121 H 10.1042 -32.8349 28.8858
122 C 15.2007 -27.7557 22.5708
123 H 3.3188 -30.7838 22.5135
124 C 9.9820 -24.6289 24.6411
125 H 14.0567 -24.6240 16.2151
126 C 13.0766 -29.3345 26.1077
127 H 5.4271 -25.7599 20.1498
128 H 11.3104 -23.5125 20.0458
129 N 10.0477 -26.0631 24.4579
130 H 7.0426 -18.4558 23.2487
131 H 12.9122 -26.4220 23.5348
132 C 13.9744 -23.5472 16.3398
133 C 6.6089 -26.8934 29.6918
134 H 7.2893 -28.5706 21.2362
135 H 13.4549 -26.3414 26.2474
136 H 10.1350 -27.8801 20.3076
137 H 8.5876 -32.1106 27.4056
138 H 7.2724 -26.0731 24.4556
139 C 5.4763 -24.7117 20.4542
140 H 3.3898 -32.0159 21.2841
141 H 11.8319 -32.5302 25.0896
142 N 7.1013 -26.5701 27.3161
143 H 12.7450 -24.4328 20.4386
144 H 14.0313 -24.8983 25.5447
145 C 8.7405 -24.4881 22.4262
146 H 8.6358 -29.9895 25.1059
147 C 16.0633 -28.8294 21.9548
148 H 9.4260 -24.2403 19.1142
149 C 7.5474 -26.9561 28.5237
150 O 15.6218 -27.0999 23.5247
151 H 12.5169 -31.7493 19.4566
152 H 14.0158 -17.5000 23.8578
153 H 9.4665 -31.0555 22.8929
154 H 14.8543 -25.0795 30.5340
155 H 10.2396 -30.9613 21.2885
156 H 9.9692 -20.5566 25.1522
157 H 8.4866 -20.1374 21.4517
158 H 13.7843 -31.7359 28.2009
159 H 14.2140 -23.6635 29.8361
160 C 7.5564 -20.1049 22.0314
161 O 6.8470 -31.1109 22.2517
162 H 13.7218 -19.8746 24.0406
163 H 16.4619 -29.5274 22.6865
164 H 12.1643 -24.6238 24.6532
165 C 10.6421 -32.7942 22.3680
166 H 5.6163 -27.1452 29.3079
167 H 7.0694 -27.4351 23.3556
168 N 4.9122 -30.5758 21.2048
169 H 13.6973 -29.5916 24.0746
170 N 10.6200 -22.9154 29.3776
171 H 12.5797 -28.1888 24.4314
172 H 8.7421 -21.5427 24.4122
173 H 0.6699 -28.5790 26.3700
174 C 12.3577 -23.6538 19.7796
175 C 10.3897 -31.8599 28.4897
176 H 9.8894 -20.6236 23.3298
177 H 11.3503 -31.3744 18.1502
178 H 4.5699 -24.2249 20.0996
179 H 7.2067 -25.7062 18.7055
180 H 10.8112 -24.1423 22.7041
181 H 13.6190 -28.0924 21.3384
182 H 12.2277 -26.3926 21.8724
183 C 12.5714 -24.0229 18.3251
184 C 9.1654 -30.2106 27.1072
185 H 11.3466 -31.9845 27.9802
186 Hg 10.9464 -27.3095 27.8552
187 C 14.2769 -25.6274 26.3120
188 H 12.9399 -30.9141 17.9326
189 C 9.3389 -20.6379 24.2703
190 O 6.9592 -22.8953 20.1135
191 H 11.2352 -30.8375 22.7441
192 C 9.0019 -25.9574 22.2237
193 H 10.3150 -24.4780 31.7891
194 C 8.6444 -24.2344 18.3553
195 C 4.0101 -31.4232 21.9615
196 O 8.7404 -27.2502 28.6124
197 H 9.8981 -28.7240 24.0039
198 H 1.0823 -27.4599 24.9342

Atomic partial charges in e from the Löwdin method, atoms 1 to 6:
1. H 0.09
2. H 0.09
3. C -0.55
4. H 0.07
5. H 0.08
6. H 0.07